{"formula": "C14H16O", "method": "wB97M-V/def2-TZVPD", "symbols": ["C", "C", "C", "C", "C", "O", "C", "C", "H", "H", "H", "H", "H", "H", "H", "H", "C", "C", "C", "C", "C", "C", "C", "H", "H", "H", "H", "H", "H", "H", "H"], "coordinates": [[0.7815, -0.4048, -1.8374], [-0.4002, 0.5317, -1.9008], [-0.2413, 1.7197, -1.0935], [-1.1623, 2.7209, -0.8861], [-2.3678, 2.4460, -1.5889], [-3.3591, 3.3623, -1.3984], [-2.4586, 1.5152, -2.5896], [-1.5499, 0.4427, -2.6753], [1.1652, -0.5544, -0.8258], [1.5902, 0.1429, -2.4392], [0.5155, -1.3547, -2.3555], [0.7811, 1.7941, -0.7766], [-1.0026, 3.5229, -0.1749], [-3.9552, 3.2910, -2.1567], [-3.3970, 1.3677, -3.1259], [-1.8166, -0.2740, -3.4755], [3.0307, -1.9719, 2.8220], [1.7510, -1.4873, 2.2821], [0.9127, -2.4019, 1.6353], [-0.3058, -2.1036, 1.0108], [-0.6480, -0.7643, 1.0540], [0.1404, 0.1611, 1.7757], [1.3345, -0.1613, 2.3616], [2.9279, -3.0185, 3.1175], [3.5456, -1.4201, 3.6054], [3.7656, -2.0869, 2.0258], [1.1941, -3.4941, 1.6410], [-0.9030, -2.8746, 0.5461], [-1.5293, -0.2827, 0.6240], [-0.3357, 1.1195, 1.9109], [1.9965, 0.5175, 2.8879]], "atomic_forces_ev_per_a": [[0.4, 0.5, -2.0], [-0.3, 1.2, 0.8], [0.6, -1.0, -1.0], [-0.6, -2.3, -0.7], [0.7, 2.2, 0.1], [-0.6, 0.1, -0.3], [-0.6, -1.6, 0.6], [0.3, 0.8, -0.5], [-0.2, -0.1, -0.2], [-0.8, -1.1, 0.7], [0.5, 0.5, 0.5], [0.2, 0.3, 0.9], [-0.2, 0.1, -0.4], [-0.1, 0.1, 0.3], [0.1, 0.5, 0.0], [0.7, 0.0, 0.9], [1.2, -1.3, -0.1], [-1.0, -0.1, -0.6], [0.0, -2.0, 0.0], [1.0, 1.0, 0.5], [-0.3, 1.1, 0.7], [-1.2, -0.1, -0.4], [0.6, -0.7, 0.1], [-0.1, 0.1, 0.5], [-0.5, 0.3, 0.1], [0.1, 0.4, -0.3], [-0.1, 1.3, 0.0], [0.0, 0.1, -0.1], [0.0, -0.8, -0.1], [0.4, 0.4, -0.1], [-0.4, 0.3, 0.0]], "homo_lumo_gap_ev": 8.99, "e_above_lowest_kj_mol": 118.03, "e_homo_ev": -8.119, "smiles": "Cc1ccc(O)cc1.Cc1ccccc1", "max_force_ev_per_a": 2.47, "energy_ev": -16824.012}

***

{"formula": "C14H16O", "method": "wB97M-V/def2-TZVPD", "symbols": ["C", "C", "C", "C", "C", "O", "C", "C", "H", "H", "H", "H", "H", "H", "H", "H", "C", "C", "C", "C", "C", "C", "C", "H", "H", "H", "H", "H", "H", "H", "H"], "coordinates": [[1.0617, 2.0581, -0.9385], [0.7680, 1.1647, -2.1099], [0.2369, -0.0657, -1.8055], [0.2517, -1.0790, -2.8263], [0.8454, -0.8086, -4.0325], [1.0893, -1.7662, -4.9806], [1.3481, 0.4473, -4.3272], [1.3000, 1.4534, -3.4083], [0.9800, 1.5536, 0.0186], [0.4351, 2.9479, -0.7251], [2.1415, 2.3578, -0.9229], [-0.2421, -0.3522, -0.8792], [-0.2808, -1.9556, -2.5075], [0.6701, -2.5916, -4.7400], [1.7898, 0.6880, -5.2838], [1.5838, 2.4820, -3.6042], [-2.0838, 1.3202, 3.6029], [-1.1777, 0.1617, 3.2551], [0.2074, 0.0847, 3.2079], [0.8124, -1.0386, 2.6703], [0.0761, -2.1201, 2.1613], [-1.3165, -2.0730, 2.3232], [-1.9319, -0.9565, 2.8260], [-2.9143, 1.2935, 2.9108], [-1.5792, 2.2484, 3.2979], [-2.5290, 1.3364, 4.5873], [0.8905, 0.8751, 3.4883], [1.8945, -1.0465, 2.6817], [0.5358, -2.8195, 1.4775], [-1.8492, -2.8926, 1.8340], [-3.0138, -0.9069, 2.7489]], "atomic_forces_ev_per_a": [[0.7, 1.3, 1.0], [0.8, 0.6, 0.6], [-0.1, -1.3, -2.6], [-0.5, 1.6, 1.8], [0.4, -1.0, -0.2], [-0.2, 0.1, -0.4], [0.2, 1.0, -0.5], [-1.2, -0.3, 2.0], [-0.2, -0.7, 0.0], [0.3, -0.2, -0.9], [-0.9, 0.1, -0.3], [0.3, 0.4, 0.3], [0.2, -0.8, -0.6], [-0.1, -0.2, 0.2], [-0.1, -0.5, -0.2], [0.4, -0.3, -0.2], [1.0, 0.9, -1.2], [-1.7, -0.9, 0.0], [-0.3, 0.0, 0.0], [0.1, -0.9, -0.2], [-0.2, 1.5, 0.4], [1.0, -1.0, -1.4], [0.6, 0.1, 0.0], [-0.4, -0.2, -0.1], [-0.1, 0.1, 0.8], [0.4, 0.1, 0.4], [-0.4, 0.3, 0.3], [0.1, -0.1, -0.4], [0.1, -0.5, 0.5], [-0.3, 0.3, 0.4], [0.1, 0.1, 0.3]], "homo_lumo_gap_ev": 9.13, "e_above_lowest_kj_mol": 112.39, "e_homo_ev": -8.319, "smiles": "Cc1ccc(O)cc1.Cc1ccccc1", "max_force_ev_per_a": 2.90, "energy_ev": -16824.070}

***

{"formula": "C14H16O", "method": "wB97M-V/def2-TZVPD", "symbols": ["C", "C", "C", "C", "C", "O", "C", "C", "H", "H", "H", "H", "H", "H", "H", "H", "C", "C", "C", "C", "C", "C", "C", "H", "H", "H", "H", "H", "H", "H", "H"], "coordinates": [[1.6310, -2.2596, -0.8442], [0.2542, -2.7347, -0.6034], [-0.6570, -2.9686, -1.6036], [-2.0200, -2.8334, -1.4948], [-2.5809, -2.5778, -0.2434], [-3.8915, -2.5935, -0.0343], [-1.7186, -2.2666, 0.7935], [-0.3461, -2.4950, 0.6901], [2.0819, -2.8747, -1.5421], [2.1179, -2.0749, 0.0676], [1.5819, -1.3468, -1.3896], [-0.4232, -3.3535, -2.5951], [-2.6730, -3.2981, -2.2050], [-4.2913, -2.2560, 0.8379], [-2.1003, -2.1717, 1.8060], [0.2851, -2.3024, 1.6042], [2.5194, 3.9443, -0.5339], [1.3988, 3.2471, 0.1347], [0.0530, 3.5039, 0.1167], [-0.9697, 2.6151, 0.6743], [-0.6768, 1.5182, 1.4162], [0.6991, 1.2472, 1.5569], [1.5919, 2.0168, 0.8675], [2.3167, 5.0659, -0.5933], [2.8979, 3.5180, -1.4461], [3.4187, 3.9800, -0.0641], [-0.3208, 4.4138, -0.3700], [-2.0512, 2.7435, 0.3778], [-1.5204, 0.9406, 1.7043], [0.7926, 0.1267, 1.8720], [2.6006, 1.5262, 1.0432]], "atomic_forces_ev_per_a": [[-1.2, -0.1, -0.3], [-1.7, 1.4, 2.6], [-0.3, -0.6, -1.6], [-1.2, -1.3, 1.7], [1.3, 1.3, 0.6], [-3.0, 0.3, 0.8], [1.1, -1.5, 1.2], [0.8, 1.1, -0.9], [1.7, -1.6, -0.9], [1.1, -0.1, 1.0], [-0.2, 1.2, -0.2], [0.9, 0.4, 0.1], [-0.2, 0.3, -0.7], [1.8, -0.7, -1.9], [-0.3, 0.3, -0.1], [-0.6, -0.3, -1.2], [-1.8, 2.6, -0.9], [-0.8, -3.2, 1.9], [-2.0, 0.4, -0.3], [-0.4, 1.8, -1.5], [0.8, 1.3, -0.8], [-2.5, -2.8, -0.3], [3.5, -1.0, 0.8], [-0.1, -1.4, -0.7], [-0.9, -0.1, -1.0], [2.4, -0.4, 2.6], [0.1, -0.4, 0.0], [1.4, 0.5, 0.5], [-0.1, -0.9, 0.6], [1.1, 2.4, -0.1], [-0.7, 1.2, -0.9]], "homo_lumo_gap_ev": 8.80, "e_above_lowest_kj_mol": 279.87, "e_homo_ev": -8.124, "smiles": "Cc1ccc(O)cc1.Cc1ccccc1", "max_force_ev_per_a": 3.81, "energy_ev": -16822.335}